The following is a DFT calculation (ωB97M-V/def2-TZVPD) of a molecular structure, C65H132F14N11O26S10 at a distorted geometry.

```
258
Properties=species:S:1:pos:R:3:mulliken_charge:R:1
C 2.0541 -4.1672 -1.7109 -1.254
C 0.8877 -4.9545 -2.2128 0.878
C 1.1721 -5.7856 -3.4958 -0.749
N 0.4137 -7.1325 -3.6912 0.120
C 0.9107 -8.1669 -2.7464 -0.405
C 0.2467 -9.5137 -3.0126 -0.893
C -1.2783 -9.3985 -2.8348 -0.588
C -1.8579 -8.3440 -3.7857 -1.002
C -1.1233 -7.0217 -3.5849 -0.508
C 0.7037 -7.5261 -5.1752 -1.042
H 2.6703 -3.6838 -2.4385 0.703
H 2.6885 -4.7591 -1.0586 0.502
H 1.6929 -3.3470 -1.0741 -0.223
H -0.0079 -4.4081 -2.3834 0.178
H 0.5750 -5.6643 -1.3846 -0.284
H 2.2104 -6.1075 -3.5685 0.420
H 0.8248 -5.2082 -4.3331 -0.143
H 0.7907 -7.8012 -1.7294 0.464
H 2.0210 -8.1410 -2.9720 0.390
H 0.7026 -10.2354 -2.3557 0.453
H 0.4985 -9.8161 -4.0377 0.299
H -1.5537 -9.0813 -1.8092 0.265
H -1.8048 -10.3530 -2.9739 0.445
H -2.8549 -8.1020 -3.5955 0.572
H -1.8427 -8.7632 -4.7855 0.323
H -1.2217 -6.6177 -2.5910 0.612
H -1.4035 -6.2360 -4.2754 0.337
H 0.3229 -8.5830 -5.3077 0.372
H 1.7834 -7.4397 -5.3663 0.288
H 0.2270 -6.8071 -5.7376 0.523
C 2.7768 0.2212 -8.0947 -1.509
C 2.0379 1.4303 -7.6228 -0.074
C 0.5686 1.0719 -7.7448 -1.080
N -0.3901 1.9102 -6.8189 0.581
C -0.1589 3.3853 -6.8380 -0.081
C -0.4131 4.0260 -8.2060 -0.857
C -1.8288 3.7130 -8.7726 -0.782
C -2.1689 2.2031 -8.6754 -0.570
C -1.8669 1.7784 -7.2804 -0.440
C -0.2178 1.4019 -5.3988 -0.884
H 3.7740 0.3781 -8.3915 0.485
H 2.2575 -0.1263 -8.9899 0.381
H 2.9156 -0.5753 -7.3503 0.285
H 2.2390 2.2531 -8.3092 0.276
H 2.2217 1.7127 -6.5943 0.220
H 0.2837 0.0020 -7.4651 0.258
H 0.1605 1.2684 -8.7018 0.787
H 0.8448 3.5990 -6.4329 0.461
H -0.8584 3.8851 -6.1334 0.149
H 0.4286 3.7897 -8.9537 0.261
H -0.4324 5.1109 -8.0678 0.478
H -1.7473 4.1135 -9.7769 0.360
H -2.5201 4.3219 -8.2308 0.364
H -1.6298 1.5834 -9.4337 0.279
H -3.2099 2.0275 -8.8645 0.477
H -2.1161 0.7275 -7.1194 0.281
H -2.4762 2.2762 -6.5347 0.372
H 0.7971 1.4987 -5.1025 0.484
H -0.4838 0.3075 -5.4429 0.180
H -0.8792 1.8729 -4.6735 -0.148
C 2.4010 3.0583 -1.3950 -0.951
C 3.7443 3.2052 -2.0969 -0.452
C 4.7862 3.2062 -0.9604 -0.751
N 6.2223 2.9036 -1.6358 0.294
C 6.3795 3.6765 -2.9484 -0.719
C 6.3435 5.2001 -2.7097 -0.395
C 7.4029 5.6344 -1.6627 -0.789
C 7.3843 4.7911 -0.3836 -0.753
C 7.2864 3.3330 -0.6477 -0.517
C 6.5110 1.3658 -1.9417 -1.084
H 1.5654 2.7112 -1.9266 0.457
H 2.1446 3.9975 -0.8597 0.070
H 2.5311 2.2938 -0.6592 -0.158
H 3.7899 4.0557 -2.7080 0.771
H 3.9133 2.2739 -2.6888 0.211
H 4.6459 2.4922 -0.1817 0.081
H 4.9388 4.2355 -0.5849 0.614
H 5.6288 3.3774 -3.7043 0.366
H 7.3649 3.3504 -3.2895 0.597
H 5.2809 5.3986 -2.3578 0.090
H 6.3580 5.6621 -3.7026 0.492
H 7.3095 6.6927 -1.3703 0.389
H 8.3102 5.4668 -2.2293 0.325
H 6.6703 5.1551 0.2568 0.465
H 8.2961 4.9308 0.1576 0.451
H 7.1326 2.7268 0.2727 0.213
H 8.2796 2.9810 -1.1024 0.464
H 6.5470 0.7741 -1.0211 0.279
H 7.4981 1.4269 -2.3945 0.617
H 5.8040 0.9950 -2.6734 0.408
C -5.3677 -4.1844 5.9499 -1.554
C -4.5304 -2.8938 6.0162 1.961
C -5.3139 -1.6334 5.4014 -0.817
C -6.2471 -0.9311 6.3550 -0.566
C -5.4562 -0.4444 7.4945 -1.266
C -5.1271 -1.6524 8.3628 1.249
N -4.2535 -2.5173 7.4918 0.993
O -3.3496 -3.0967 8.0881 -0.362
C -6.3495 -2.4972 8.8269 -1.670
C -4.3093 -1.2752 9.5424 -1.807
C -3.1766 -2.9707 5.4030 -1.421
H -4.9525 -4.8690 6.6772 0.488
H -5.2325 -4.6312 4.9679 0.448
H -6.4919 -4.0260 6.1733 0.210
H -5.7593 -2.1065 4.5411 -0.250
H -4.5203 -0.9838 5.0877 0.563
H -7.1711 -1.5159 6.6565 0.336
H -6.6663 -0.0422 5.8473 0.433
H -5.9837 0.2438 8.0914 0.602
H -4.5355 0.1337 7.1745 0.261
H -5.8671 -3.2573 9.4771 0.485
H -6.9326 -3.0718 8.1722 0.398
H -7.0314 -1.8824 9.4499 0.334
H -3.3356 -0.9596 9.3118 0.494
H -4.2261 -2.0715 10.2901 0.359
H -4.7493 -0.3897 10.0539 0.412
H -2.5279 -3.8477 5.8647 0.465
H -2.5030 -2.0100 5.4056 0.098
H -3.2535 -3.1896 4.3072 -0.124
C -2.5785 5.5571 1.0688 -1.131
C -1.6302 6.6622 0.8799 1.490
C -0.2045 6.2103 0.3507 0.254
C 0.6062 7.3168 -0.1614 -0.866
C -0.0805 8.1717 -1.3131 -0.815
C -1.4755 8.7496 -0.8596 1.207
N -2.3093 7.6197 -0.1152 1.184
O -3.5480 7.5985 -0.2836 -0.417
C -2.2626 9.0525 -2.1257 -1.826
C -1.4018 9.9972 -0.0043 -1.688
C -1.6135 7.6212 2.0932 -1.463
H -2.3041 4.9044 1.8572 -0.111
H -2.6725 4.9477 0.1399 0.053
H -3.6128 5.7744 1.3045 0.557
H -0.4650 5.4332 -0.3374 -0.598
H 0.2343 5.6247 1.2311 0.537
H 1.6118 7.0569 -0.5878 0.268
H 0.8605 7.9974 0.7252 0.366
H -0.2010 7.4826 -2.1814 0.126
H 0.6074 8.9745 -1.6214 0.578
H -2.3125 8.2023 -2.7344 0.343
H -1.7482 9.7734 -2.7313 0.487
H -3.2500 9.4700 -1.9011 0.436
H -0.6443 9.7635 0.6960 0.405
H -2.2499 10.1118 0.5768 0.394
H -1.0801 10.8469 -0.6095 0.433
H -0.8306 8.4028 2.0354 0.307
H -1.3149 7.0395 2.9599 0.363
H -2.5890 8.1547 2.2444 0.336
C -0.8941 2.5787 0.3660 -0.242
C -1.5557 1.2405 0.6855 2.713
C -3.0671 1.4027 0.7726 -0.945
C -3.8097 -0.0011 0.7597 0.196
C -3.4602 -0.7318 -0.5371 -1.601
C -1.9594 -1.0726 -0.6529 3.101
N -1.1706 0.2069 -0.5353 0.700
O -0.3219 0.4426 -1.1964 0.040
C -1.6811 -1.5777 -2.0130 -2.319
C -1.2804 -1.9336 0.4454 -1.112
C -0.8493 0.5954 1.9328 -2.140
H 0.2295 2.4487 0.4379 -0.230
H -1.1661 3.2186 1.2208 -0.632
H -1.0857 3.0771 -0.5841 0.116
H -3.3904 1.9554 -0.1376 0.145
H -3.2709 1.9406 1.7051 0.408
H -4.8975 0.2270 0.7849 0.557
H -3.7383 -0.6498 1.6796 -0.598
H -3.6848 -0.1114 -1.3744 0.634
H -3.9712 -1.7286 -0.6060 0.340
H -1.6828 -0.7779 -2.8228 0.470
H -2.3798 -2.3890 -2.2375 0.579
H -0.6484 -1.9755 -2.1470 0.001
H -1.5740 -2.9483 0.1619 1.098
H -1.7926 -1.6665 1.4018 -0.948
H -0.2121 -1.7870 0.3672 -0.017
H -1.5961 0.1177 2.4913 0.225
H -0.4026 1.3905 2.5301 0.838
H -0.0896 -0.1406 1.6309 -0.029
C 5.1659 -3.3038 3.4883 -1.478
C 4.2828 -3.2745 4.7972 1.086
C 4.8601 -2.3391 5.8457 -1.228
C 3.8447 -1.9456 6.9789 -0.510
C 2.9028 -1.0432 6.2105 -1.321
C 2.0293 -1.8738 5.2795 1.943
N 2.9436 -2.7435 4.2938 1.222
O 2.7180 -2.9726 3.1807 0.238
C 1.1606 -1.0804 4.3061 -2.639
C 1.2240 -2.8386 6.1442 -1.352
C 4.3525 -4.6818 5.3877 -1.695
H 6.2035 -3.5005 3.8339 0.502
H 5.1295 -2.4029 2.8442 -0.058
H 4.9661 -4.1984 2.9996 0.501
H 5.1689 -1.3936 5.4063 0.353
H 5.6981 -2.9546 6.1962 0.523
H 4.3268 -1.5072 7.8610 0.435
H 3.3217 -2.8591 7.3152 0.250
H 3.3676 -0.2437 5.6272 0.426
H 2.1173 -0.5577 6.8144 0.519
H 1.7430 -0.3707 3.7109 0.261
H 0.4571 -0.6061 4.9617 0.418
H 0.6019 -1.7005 3.6802 0.514
H 0.5071 -3.4606 5.5755 -0.043
H 0.5960 -2.2138 6.7694 0.563
H 1.8258 -3.5726 6.7228 0.468
H 4.0362 -4.7412 6.4129 0.428
H 5.4237 -4.9009 5.2925 0.514
H 3.7844 -5.3752 4.8390 0.314
N -5.4744 -4.6406 1.3957 -0.803
S -4.3113 -4.8643 0.2654 1.266
O -4.1055 -6.2237 0.0572 -0.639
O -3.2391 -3.9230 0.2582 -0.635
F -5.1281 -4.3762 -0.9495 -0.269
S -5.6477 -3.2270 2.0354 1.155
O -4.3871 -2.6152 2.4802 -0.067
O -6.8279 -3.2200 2.8172 -0.666
F -6.0230 -2.3792 0.6891 -0.371
N 0.0402 3.3509 5.8882 -0.670
S -0.7274 2.4836 6.9564 0.970
O -0.2850 2.7812 8.3079 -0.669
O -0.8704 1.1260 6.5214 -0.359
F -2.1313 3.0726 6.7876 -0.226
S -0.7814 3.7330 4.5862 1.459
O -1.5573 2.6959 3.9434 -0.404
O 0.0886 4.6367 3.7829 -0.744
F -1.9124 4.7589 5.0502 -0.305
N -0.0413 -2.5962 -6.8913 -0.386
S 0.9665 -3.7288 -7.2874 1.038
O 0.4309 -4.9886 -7.6946 -0.667
O 2.0551 -3.6873 -6.3732 -0.594
F 1.4406 -3.1646 -8.6648 -0.236
S -0.7362 -2.6256 -5.4864 0.685
O -1.0595 -3.9327 -4.9795 -0.373
O -1.7720 -1.6943 -5.6828 -0.526
F 0.2984 -2.0645 -4.5877 0.061
N 4.5954 0.4958 0.5247 -0.521
S 5.0867 0.6144 1.9803 0.955
O 4.3861 -0.1619 2.9830 -0.480
O 5.4013 2.0158 2.2599 -0.667
F 6.5048 0.0188 1.8923 -0.350
S 3.7568 -0.4326 -0.4124 1.078
O 4.5339 -0.6846 -1.5654 -0.724
O 2.3893 -0.0262 -0.5579 -0.415
F 3.8825 -1.8548 0.2860 -0.213
C -3.4037 3.9687 -3.0578 0.595
F -3.7175 3.1211 -4.0610 -0.216
F -4.2722 4.9611 -3.1495 -0.242
F -3.5524 3.3338 -1.9230 -0.272
S -1.6619 4.6158 -3.1065 0.342
O -1.7662 5.7368 -2.1726 -0.398
O -0.7442 3.5228 -2.8481 -0.265
O -1.6102 5.0949 -4.4837 -0.807
C -1.1195 -5.4482 2.8562 0.320
F -2.0954 -5.8170 2.0160 -0.155
F -1.6278 -4.2503 3.3584 -0.002
F -1.1694 -6.3182 3.9005 -0.268
S 0.6303 -5.3154 2.2800 0.909
O 0.8701 -6.6168 1.7720 -0.768
O 0.5959 -4.2984 1.3170 -0.383
O 1.3029 -4.9751 3.5016 -0.675
```

Total charge ... +1
HOMO-LUMO gap ... 0.2179 Ha
Energy ... -10493.73041 a.u.